The following is a quantum chemistry calculation of the molecule C3H4Cl2S, from the Open Molecules 2025 dataset.

```
10
Properties=species:S:1:pos:R:3:lowdin_charge:R:1
C 1.045 -0.720 -0.195 -0.192
C 0.431 0.545 0.167 -0.952
S 1.242 1.901 0.462 0.774
C -1.149 0.527 0.098 -1.114
Cl -1.726 -0.689 1.284 0.557
Cl -1.893 0.081 -1.449 0.587
H 0.232 -1.511 -0.128 0.061
H 1.961 -0.865 0.419 0.095
H 1.241 -0.812 -1.289 0.102
H -1.384 1.544 0.631 0.082
```

Values from the calculation:
E_HOMO: -0.341 hartree
Relative energy (zero: lowest compared OMol25 entry of this formula, charge and spin): 12.31 kcal/mol
E_tot: -1435.2391 a.u.
Frontier orbital gap: 8.48 eV



The following is a quantum chemistry calculation of a cluster of 8 separate species, C15H25FN9O6PS2 in total, from the Open Molecules 2025 dataset.

```
59
Properties=species:S:1:pos:R:3:lowdin_charge:R:1
O 3.275 -0.883 2.046 0.082
N 2.181 -0.567 1.852 0.000
O 2.091 0.163 0.619 -0.083
C 0.784 0.640 0.393 -0.265
N 0.224 1.414 1.531 -0.262
P -1.510 1.320 1.695 0.091
O -2.074 1.801 0.281 -0.174
O -1.739 -0.257 1.551 -0.213
S -2.262 2.095 3.243 0.399
S 0.901 2.936 1.623 0.562
O 1.916 3.033 0.634 -0.237
O -0.072 3.945 1.790 -0.253
F 1.628 2.764 2.994 -0.124
H 0.844 1.243 -0.510 0.130
H 0.122 -0.212 0.232 0.093
H -1.664 1.318 -0.457 0.050
H -1.625 -0.703 2.407 0.069
C 0.025 -3.374 -0.449 -0.067
C -0.503 -3.646 0.879 -0.289
N -0.886 -3.858 1.940 0.137
H -0.273 -2.377 -0.769 0.038
H 1.112 -3.449 -0.420 0.063
H -0.371 -4.099 -1.158 0.083
C -4.465 0.253 -1.801 -0.050
C -3.144 -0.355 -1.872 -0.269
N -2.083 -0.795 -1.873 0.161
H -4.803 0.259 -0.766 0.093
H -4.419 1.276 -2.169 0.092
H -5.170 -0.311 -2.410 0.071
C 4.563 5.088 -0.139 -0.060
C 5.141 4.917 -1.465 -0.269
N 5.592 4.784 -2.511 0.134
H 3.996 6.016 -0.102 0.087
H 3.896 4.257 0.084 0.053
H 5.355 5.123 0.607 0.086
C -4.700 -2.744 3.263 -0.084
C -4.053 -1.626 3.937 -0.273
N -3.537 -0.748 4.468 0.123
H -5.549 -2.396 2.681 0.062
H -3.993 -3.223 2.594 0.053
H -5.039 -3.468 4.003 0.082
C 6.562 4.961 -5.861 -0.094
C 6.454 5.042 -7.312 -0.293
N 6.367 5.107 -8.454 0.115
H 7.606 4.862 -5.571 0.081
H 6.151 5.858 -5.403 0.072
H 6.010 4.100 -5.490 0.071
C 1.965 -4.182 4.129 -0.065
C 2.381 -3.977 2.750 -0.284
N 2.676 -3.813 1.654 0.145
H 1.283 -3.387 4.425 0.082
H 1.453 -5.138 4.217 0.084
H 2.835 -4.175 4.783 0.082
C -5.259 -3.568 -2.539 -0.061
C -5.211 -3.274 -1.112 -0.269
N -5.169 -3.042 0.011 0.164
H -4.260 -3.803 -2.900 0.087
H -5.913 -4.419 -2.718 0.086
H -5.644 -2.708 -3.083 0.074
```

Values from the calculation:
E_HOMO: -0.342 hartree
E_tot: -2768.3510 a.u.
Frontier orbital gap: 9.27 eV



The following is a quantum chemistry calculation of the molecule C20H25NO3, from the Open Molecules 2025 dataset.

```
49
Properties=species:S:1:pos:R:3:lowdin_charge:R:1
C -5.637 1.038 2.284 -0.059
C -4.202 0.661 2.029 -0.284
C -3.456 1.365 1.136 -0.071
C -2.168 0.961 0.790 -0.010
C -1.503 -0.203 1.322 -0.098
C -0.116 -0.689 0.754 -0.391
C -0.114 -1.999 0.015 -0.109
C 1.228 -2.644 -0.342 -0.254
C 2.025 -2.782 0.946 -0.125
C 2.174 -1.433 1.606 -0.264
C 2.799 -0.395 0.609 -0.072
C 1.987 -0.268 -0.682 -0.300
C 2.646 0.723 -1.662 -0.412
O 3.686 0.482 -2.231 0.072
N 1.983 1.823 -2.145 0.066
C 2.416 2.574 -3.331 -0.034
C 1.112 3.219 -3.986 -0.376
O 1.246 3.945 -4.963 0.080
O -0.161 2.980 -3.389 0.054
C 1.878 -1.637 -1.338 -0.081
C 0.552 0.295 -0.247 -0.060
C 0.780 -0.860 1.939 -0.106
C -2.326 -0.946 2.206 -0.041
C -3.634 -0.563 2.566 -0.011
H -5.897 0.699 3.290 0.077
H -5.675 2.076 2.359 0.045
H -6.350 0.741 1.448 0.111
H -3.976 2.090 0.596 0.096
H -1.572 1.657 0.173 0.104
H -0.825 -1.917 -0.812 0.132
H -0.634 -2.691 0.787 0.147
H 1.109 -3.624 -0.848 0.149
H 1.583 -3.375 1.706 0.106
H 3.045 -3.187 0.667 0.143
H 2.786 -1.473 2.437 0.117
H 3.106 0.454 1.185 0.121
H 3.773 -0.811 0.412 0.119
H 1.043 1.786 -1.941 0.052
H 3.139 3.346 -3.003 0.140
H 2.881 1.950 -4.106 0.132
H -0.786 3.254 -4.080 0.115
H 1.298 -1.634 -2.305 0.147
H 2.840 -2.024 -1.671 0.122
H -0.127 0.402 -1.132 0.138
H 0.814 1.243 0.204 0.127
H 0.374 -1.562 2.637 0.115
H 1.107 0.073 2.392 0.135
H -1.977 -1.871 2.521 0.076
H -4.270 -1.247 3.199 0.122
```

Values from the calculation:
E_HOMO: -0.325 hartree
Relative energy (zero: lowest compared OMol25 entry of this formula, charge and spin): 59.11 kcal/mol
E_tot: -1057.5795 a.u.
Frontier orbital gap: 9.27 eV



The following is a quantum chemistry calculation of a structure of composition C43H33BCaCl2N5O4P, from the Open Molecules 2025 dataset.

```
90
Properties=species:S:1:pos:R:3:lowdin_charge:R:1
Ca -0.009 1.016 -0.985 1.325
O -1.673 1.680 -2.212 -0.254
C -2.508 2.553 -1.765 -0.409
C -3.903 2.373 -1.945 -0.042
C -4.822 3.311 -1.532 -0.138
C -4.421 4.503 -0.924 -0.151
C -3.065 4.703 -0.732 -0.096
C -2.101 3.770 -1.108 -0.144
C -0.689 4.135 -0.826 -0.100
N 0.251 3.283 -0.836 -0.118
N 1.586 3.666 -0.617 0.061
C 2.382 2.682 -1.005 -0.528
O 2.056 1.596 -1.583 -0.198
C 3.846 2.886 -0.731 -0.151
C 4.714 1.821 -0.925 -0.027
C 6.066 1.962 -0.628 -0.083
C 6.552 3.171 -0.153 -0.123
C 5.683 4.243 0.030 -0.114
C 4.334 4.102 -0.254 -0.047
H -4.210 1.448 -2.419 0.100
H -5.880 3.113 -1.682 0.084
H -5.142 5.241 -0.598 0.075
H -2.718 5.615 -0.252 0.096
H -0.455 5.187 -0.623 0.112
H 4.325 0.879 -1.295 0.079
H 6.725 1.115 -0.770 0.097
H 7.605 3.281 0.082 0.083
H 6.056 5.192 0.400 0.085
H 3.635 4.912 -0.105 0.094
O 0.881 -0.846 -3.220 -0.064
N -0.087 -1.739 -2.866 -0.071
C -1.039 -1.899 -3.689 -0.097
C -2.141 -2.761 -3.198 -0.204
C -2.977 -3.364 -4.129 -0.057
C -3.992 -4.223 -3.730 -0.104
C -4.176 -4.470 -2.380 -0.100
C -3.361 -3.843 -1.444 -0.088
C -2.343 -2.976 -1.824 -0.275
P -1.341 -2.030 -0.593 1.134
C 0.126 -3.065 -0.268 -0.347
C 0.322 -4.343 -0.574 -0.080
C 1.599 -5.021 -0.272 -0.088
C 2.633 -4.384 0.280 -0.053
C 2.603 -2.910 0.548 -0.190
C 1.249 -2.217 0.281 -0.286
C -2.257 -2.288 0.978 -0.366
C -3.464 -1.599 1.125 -0.112
C -4.187 -1.668 2.302 -0.099
C -3.702 -2.406 3.377 -0.106
C -2.493 -3.073 3.254 -0.098
C -1.781 -3.019 2.060 -0.083
H 1.556 -0.983 -2.486 0.056
H -1.067 -1.414 -4.663 0.131
H -2.814 -3.166 -5.182 0.104
H -4.629 -4.693 -4.470 0.091
H -4.957 -5.142 -2.046 0.092
H -3.532 -4.020 -0.388 0.100
H -0.467 -4.922 -1.046 0.097
H 1.677 -6.079 -0.493 0.085
H 3.543 -4.928 0.503 0.101
H 3.091 -2.644 1.488 0.137
H 0.882 -1.555 1.078 0.119
H -3.823 -0.966 0.322 0.111
H -5.109 -1.110 2.394 0.093
H -4.252 -2.438 4.309 0.090
H -2.095 -3.638 4.088 0.092
H -0.847 -3.562 1.977 0.097
Cl -3.810 2.095 2.183 0.669
C -2.145 2.045 2.703 -0.575
C -1.812 2.622 3.940 -0.155
C -0.524 2.675 4.374 -0.616
Cl -0.161 3.401 5.940 0.597
C 0.531 2.160 3.573 -0.184
C 1.904 2.215 3.911 -0.040
C 2.831 1.695 3.062 -0.044
C 2.395 1.107 1.855 -0.124
N 1.141 1.050 1.502 0.101
C 0.194 1.573 2.345 -0.125
C -1.187 1.479 1.866 -0.425
O -1.425 0.903 0.764 -0.231
H -2.604 3.035 4.551 0.093
H 2.202 2.678 4.844 0.080
H 3.889 1.734 3.285 0.101
H 3.107 0.669 1.161 0.111
B 4.485 -1.927 -1.342 -0.412
C 3.067 -2.031 -0.621 -0.266
N 1.917 -1.451 -0.822 0.107
H 5.304 -1.606 -0.471 0.007
H 4.792 -3.044 -1.757 -0.002
H 4.461 -1.109 -2.256 0.003
```

Values from the calculation:
E_HOMO: -0.082 hartree
Relative energy (zero: lowest compared OMol25 entry of this formula, charge and spin): 75.49 kcal/mol
E_tot: -4197.4848 a.u.
Charge: -2
Frontier orbital gap: 6.34 eV



The following is a quantum chemistry calculation of the molecule CH3FO2S, from the Open Molecules 2025 dataset.

```
8
Properties=species:S:1:pos:R:3:lowdin_charge:R:1
C 0.956 -0.036 0.072 -0.091
S -0.801 -0.109 0.066 0.627
O -1.318 -0.331 1.344 -0.246
O -1.262 -0.988 -0.969 -0.272
F -1.098 1.433 -0.423 -0.207
H 1.440 -0.247 0.967 0.059
H 1.149 -0.692 -0.781 0.082
H 0.935 0.969 -0.276 0.048
```

Values from the calculation:
E_HOMO: -0.440 hartree
Relative energy (zero: lowest compared OMol25 entry of this formula, charge and spin): 0.99 kcal/mol
E_tot: -688.4053 a.u.
Frontier orbital gap: 12.60 eV



The following is a quantum chemistry calculation of a cluster of 2 separate species, C3H11N2S in total, from the Open Molecules 2025 dataset.

```
17
Properties=species:S:1:pos:R:3:lowdin_charge:R:1
C -1.891 0.952 0.162 -0.166
C -1.832 -0.531 -0.345 -0.491
S -1.357 -1.758 1.081 0.713
H -0.848 1.321 0.108 0.031
H -2.215 0.999 1.213 0.068
H -2.428 1.799 -0.376 0.102
H -2.862 -0.826 -0.717 0.085
H -1.197 -0.809 -1.203 0.057
H -2.281 -2.645 0.833 -0.148
N 1.312 -0.205 0.746 0.153
C 2.223 -0.288 -0.177 -0.113
N 2.902 0.850 -0.724 0.120
H 1.006 0.727 1.033 0.130
H 0.461 -0.831 0.768 -0.017
H 2.439 -1.239 -0.709 0.167
H 3.631 0.705 -1.500 0.156
H 2.937 1.778 -0.195 0.153
```

Values from the calculation:
E_HOMO: -0.482 hartree
Relative energy (zero: lowest compared OMol25 entry of this formula, charge and spin): 38.86 kcal/mol
E_tot: -628.3152 a.u.
Charge: +1
Frontier orbital gap: 8.88 eV



The following is a quantum chemistry calculation of a structure of composition C50H124CrF12N12O21S4, from the Open Molecules 2025 dataset.

```
224
Properties=species:S:1:pos:R:3:mulliken_spin:R:1
Cr 0.181 -0.461 4.037 3.940
C -0.657 0.242 8.802 0.002
F -1.839 0.338 8.241 0.000
F 0.002 1.375 8.526 0.000
F -0.812 0.165 10.087 0.000
S 0.234 -1.372 8.199 0.006
O 1.568 -0.888 7.857 0.002
O 0.272 -2.260 9.308 0.000
N -0.660 -1.773 6.697 -0.004
S -1.784 -2.809 7.246 0.006
O -2.224 -2.566 8.618 0.001
O -2.924 -2.870 6.288 0.001
C -0.922 -4.589 7.286 0.001
F 0.107 -4.646 8.132 0.000
F -1.826 -5.570 7.494 0.000
F -0.486 -4.854 6.040 0.000
C -2.123 -2.023 -0.376 -0.001
F -2.082 -1.320 -1.501 0.000
F -3.014 -1.433 0.431 0.000
F -2.586 -3.224 -0.652 0.000
S -0.431 -2.088 0.621 0.015
O -0.732 -2.578 1.927 0.001
O 0.471 -2.954 -0.197 -0.003
N 0.034 -0.436 1.041 -0.001
S 0.198 0.253 -0.364 0.006
O 0.628 -0.586 -1.476 0.001
O -0.916 1.131 -0.616 0.001
C 1.718 1.483 -0.005 0.002
F 2.633 0.862 0.757 0.001
F 2.202 1.767 -1.200 0.000
F 1.326 2.600 0.649 0.000
C 1.570 2.644 5.070 -0.001
O 0.325 2.097 4.566 -0.002
C -0.735 3.085 4.587 0.001
C -2.051 2.632 3.949 0.001
N -2.355 1.318 4.416 -0.006
C -3.623 0.814 3.841 0.006
C -4.882 1.306 4.571 0.001
O -4.758 1.415 5.940 0.000
C -5.997 1.656 6.601 0.000
H 2.416 1.963 5.165 0.001
H 1.509 3.153 6.032 0.003
H 1.865 3.424 4.368 0.001
H -0.340 3.990 4.127 0.001
H -0.917 3.340 5.631 -0.001
H -2.000 2.688 2.862 -0.006
H -2.751 3.373 4.334 0.001
H -2.717 1.467 5.347 0.006
H -3.563 -0.274 3.793 0.003
H -3.729 1.061 2.785 -0.001
H -5.587 0.498 4.374 0.000
H -5.321 2.228 4.189 0.000
H -6.542 0.714 6.537 0.000
H -6.606 2.390 6.074 0.000
H -5.856 1.894 7.655 0.000
C -2.070 10.870 -1.569 0.000
O -1.862 9.929 -2.668 0.000
C -3.095 9.476 -3.222 0.000
C -2.885 8.480 -4.367 0.000
N -2.428 7.211 -3.724 0.000
C -2.117 6.227 -4.735 0.000
C -1.462 5.017 -4.060 0.000
O -0.377 5.306 -3.180 0.000
C 0.689 6.016 -3.774 0.000
H -2.512 10.319 -0.738 0.000
H -2.628 11.752 -1.883 0.000
H -1.004 11.062 -1.449 0.000
H -3.609 10.330 -3.661 0.000
H -3.664 9.044 -2.399 0.000
H -2.179 8.937 -5.061 0.000
H -3.831 8.380 -4.899 0.000
H -1.674 7.356 -3.067 0.000
H -1.481 6.665 -5.504 0.000
H -3.072 5.957 -5.186 0.000
H -1.082 4.310 -4.796 0.000
H -2.223 4.423 -3.554 0.000
H 1.481 6.090 -3.029 0.000
H 0.352 6.999 -4.103 0.000
H 1.147 5.563 -4.653 0.000
C 4.986 -7.256 -1.206 0.000
C 3.875 -6.955 -2.217 0.000
C 4.245 -6.195 -3.526 0.000
O 4.926 -4.983 -3.240 0.000
C 4.291 -3.952 -2.551 0.000
N 3.313 -8.284 -2.585 0.000
H 4.644 -7.933 -0.424 0.000
H 5.437 -6.380 -0.740 0.000
H 5.696 -7.893 -1.732 0.000
H 3.139 -6.338 -1.701 -0.001
H 3.344 -6.061 -4.125 0.000
H 4.979 -6.670 -4.177 0.000
H 3.864 -4.295 -1.609 0.000
H 3.449 -3.506 -3.081 0.000
H 4.948 -3.100 -2.383 0.000
H 2.820 -8.614 -1.768 0.000
H 2.615 -8.271 -3.315 0.000
C -1.220 -4.866 -5.217 0.000
C -1.045 -6.337 -5.555 0.000
C -1.280 -7.212 -4.253 0.000
O -0.713 -8.473 -4.416 0.000
C -1.156 -9.394 -3.393 0.000
N -2.004 -6.714 -6.609 0.000
H -1.226 -4.222 -6.096 0.000
H -0.353 -4.567 -4.628 0.000
H -2.161 -4.630 -4.720 0.000
H -0.039 -6.529 -5.927 0.000
H -2.307 -7.191 -3.887 0.000
H -0.779 -6.864 -3.350 0.000
H -1.136 -8.901 -2.421 0.000
H -0.463 -10.220 -3.549 0.000
H -2.175 -9.716 -3.607 0.000
H -1.673 -7.565 -7.042 0.000
H -1.932 -6.089 -7.399 0.000
C -6.442 5.694 -0.649 0.000
C -5.530 4.567 -0.174 0.000
C -5.655 3.339 -1.099 0.000
O -6.972 2.787 -1.010 0.000
C -7.026 1.413 -1.373 0.000
N -4.156 5.055 -0.168 0.000
H -6.180 6.006 -1.660 0.000
H -6.467 6.583 -0.018 0.000
H -7.466 5.326 -0.586 0.000
H -5.873 4.196 0.791 0.000
H -4.883 2.600 -0.887 0.001
H -5.467 3.659 -2.124 0.000
H -6.400 0.843 -0.687 0.000
H -6.730 1.233 -2.406 0.000
H -8.087 1.174 -1.298 0.000
H -3.564 4.318 -0.525 0.000
H -4.023 5.766 -0.873 0.000
C -10.289 0.504 -5.510 0.000
C -10.099 -0.705 -6.484 0.000
C -9.236 -1.826 -5.822 0.000
O -7.893 -1.326 -5.608 0.000
C -7.080 -2.376 -5.067 0.000
N -11.400 -1.160 -6.799 0.000
H -10.856 0.317 -4.598 0.000
H -10.785 1.302 -6.061 0.000
H -9.331 0.876 -5.147 0.000
H -9.554 -0.336 -7.353 0.000
H -9.253 -2.716 -6.450 0.000
H -9.763 -2.088 -4.904 0.000
H -7.396 -2.772 -4.102 0.000
H -6.028 -2.123 -4.935 0.000
H -7.163 -3.205 -5.770 0.000
H -11.259 -1.907 -7.464 0.000
H -11.913 -0.496 -7.361 0.000
C 6.954 3.710 -4.853 0.000
C 8.448 3.380 -4.583 0.000
C 9.368 4.027 -5.689 0.000
O 9.131 3.377 -6.927 0.000
C 9.927 3.798 -7.975 0.000
N 8.783 3.837 -3.270 0.000
H 6.748 4.766 -5.030 0.000
H 6.332 3.510 -3.980 0.000
H 6.513 3.228 -5.725 0.000
H 8.632 2.317 -4.744 0.000
H 10.404 3.856 -5.398 0.000
H 9.289 5.110 -5.783 0.000
H 10.979 3.866 -7.697 0.000
H 9.550 4.723 -8.411 0.000
H 10.003 3.121 -8.826 0.000
H 8.452 4.782 -3.141 0.000
H 8.265 3.406 -2.518 0.000
C 4.185 -3.156 2.739 0.000
C 3.511 -3.206 4.140 0.009
C 4.400 -3.851 5.247 -0.001
O 3.676 -3.738 6.507 0.000
C 4.570 -3.784 7.552 0.000
N 3.155 -1.809 4.525 -0.002
H 3.578 -2.504 2.111 0.000
H 4.045 -4.131 2.272 0.000
H 5.197 -2.761 2.642 0.000
H 2.615 -3.824 4.201 0.000
H 5.423 -3.473 5.231 0.000
H 4.522 -4.887 4.933 -0.001
H 5.282 -2.959 7.570 0.000
H 5.112 -4.730 7.557 0.000
H 3.927 -3.712 8.430 0.000
H 3.944 -1.210 4.326 0.005
H 3.225 -1.830 5.532 0.004
C -5.261 -7.744 0.022 0.000
C -4.186 -7.866 1.163 0.000
C -4.531 -7.001 2.390 0.000
O -5.898 -7.307 2.825 0.000
C -6.249 -6.919 4.153 0.000
N -4.143 -9.200 1.688 0.000
H -5.446 -6.750 -0.386 0.000
H -6.221 -8.164 0.324 0.000
H -4.924 -8.395 -0.784 0.000
H -3.181 -7.693 0.779 0.000
H -4.370 -5.952 2.140 0.000
H -3.893 -7.245 3.239 0.000
H -6.280 -5.829 4.181 0.000
H -5.542 -7.302 4.888 0.000
H -7.258 -7.260 4.383 0.000
H -3.337 -9.308 2.287 0.000
H -4.882 -9.344 2.361 0.000
C 5.998 5.107 0.984 0.000
C 6.934 6.343 0.924 0.000
C 8.235 6.052 1.709 0.000
O 8.027 5.826 3.100 0.000
C 9.246 5.562 3.822 0.000
N 7.147 6.667 -0.438 0.000
H 5.073 5.326 0.452 0.000
H 5.791 4.885 2.031 0.000
H 6.584 4.284 0.574 0.000
H 6.569 7.275 1.355 0.000
H 8.758 6.978 1.470 0.000
H 8.740 5.187 1.278 0.000
H 9.821 6.474 3.985 0.000
H 9.898 4.915 3.235 0.000
H 9.157 5.135 4.821 0.000
H 7.792 7.433 -0.570 0.000
H 6.334 7.099 -0.855 0.000
C 7.807 0.814 2.253 0.000
C 7.292 1.147 3.615 0.000
O 6.572 0.121 4.249 0.000
H 7.068 0.191 1.748 0.000
H 8.685 0.187 2.411 0.000
H 8.135 1.630 1.608 0.000
H 6.675 2.034 3.473 0.000
H 8.141 1.445 4.229 0.000
H 6.963 0.067 5.124 0.000
```

Values from the calculation:
E_HOMO (alpha / beta): -0.325 / -0.325 hartree
E_tot: -8051.5301 a.u.
Spin multiplicity: 5
Frontier orbital gap (alpha / beta): 4.01 / 6.25 eV



Question: Which of these has the highest E_tot?
Answer: C3H11N2S